ORCA calculation (the ωB97M-V functional and the def2-TZVPD basis) on a cluster of 5 separate species, C36H71B3F9NO4S in total in a non-equilibrium geometry.

Each line ends with the Löwdin charge.
Element x y z (Å)
S 0.05 -0.41 -0.99  1.0211
F -1.66 -0.33 -1.04  -0.1908
F 1.70 -0.63 -0.96  -0.1658
F -0.05 -1.75 -2.01  -0.1623
F 2.31 0.88 1.41  0.0319
F -0.86 2.02 -0.31  0.0251
F -0.59 0.59 1.48  0.0459
F -0.14 -1.50 0.32  -0.1862
F 0.06 0.57 -2.35  -0.1643
F 1.05 2.80 1.49  -0.0001
O 10.30 3.12 -1.07  0.2213
O 8.01 3.96 -1.82  0.1990
O 8.31 3.09 0.48  0.1767
O 8.88 0.58 -3.80  0.0859
N 9.55 3.05 -3.60  0.2561
C 12.93 -2.96 0.30  0.0424
C -7.50 -1.62 2.29  -0.1130
C 0.83 6.69 -0.87  -0.2323
C 3.05 -6.59 -0.08  -0.1142
C -1.01 4.91 0.93  -0.1064
C 2.17 2.43 -0.64  -0.0737
C 4.87 2.74 -0.41  -0.1775
C -1.45 5.59 -0.36  -0.2584
C 0.03 0.99 0.22  -0.2768
C -4.60 -1.10 1.20  -0.2215
C 1.41 1.70 0.59  -0.2487
C 3.41 -3.51 0.39  -0.2267
C 10.06 1.15 0.83  -0.0829
C 6.24 2.05 -0.94  -0.0724
C -0.19 8.91 -1.60  -0.1146
C -12.33 -5.29 -0.78  -0.2745
C -10.68 -1.94 -0.26  -0.1070
C 4.12 -3.07 -0.89  -0.2665
C -11.33 -2.79 0.83  -0.2681
C 10.39 -0.07 -0.20  -0.1886
C -0.31 5.79 -1.35  -0.2231
C 9.35 1.76 -3.79  -0.1273
C -7.07 -0.37 1.53  -0.2709
C 4.10 -4.64 1.17  -0.2264
C -5.91 -0.63 0.56  -0.2244
C 11.80 -2.27 0.36  -0.1127
C 3.64 1.81 -0.97  -0.1838
C 10.40 -1.48 0.62  -0.1796
C -13.19 -6.01 0.25  -0.1162
C 0.41 8.11 -0.46  -0.2719
C -3.65 1.21 1.71  -0.1119
C 5.51 -2.49 -0.64  -0.1125
C -10.73 -4.19 0.93  -0.2274
C 4.33 -5.93 0.39  -0.2730
C -10.89 -5.07 -0.32  -0.2286
C -4.03 -0.16 2.26  -0.2605
B 9.59 2.50 0.04  -0.4007
B 9.33 3.38 -2.14  -0.4717
B 7.51 3.05 -0.77  -0.3971
H 6.40 1.10 -0.31  0.1224
H 13.90 -3.50 0.54  0.0406
H -1.87 4.76 1.59  0.0772
H 10.94 1.40 1.54  0.1271
H -6.70 -2.01 2.92  0.0678
H -3.13 -0.62 2.68  0.1033
H -9.66 -4.10 1.15  0.0983
H 3.80 0.73 -0.61  0.1033
H -12.80 -4.33 -1.04  0.0984
H -10.32 -4.63 -1.14  0.1011
H 2.40 -6.83 0.77  0.0760
H -2.92 1.12 0.91  0.0427
H 4.88 -6.63 1.03  0.1047
H -11.13 -0.93 -0.26  0.0728
H -9.61 -1.83 -0.09  0.0579
H 2.39 -3.82 0.14  0.1010
H -0.57 3.93 0.73  0.0307
H -4.75 -2.08 1.65  0.1026
H -14.20 -6.18 -0.15  0.0696
H -7.92 0.00 0.96  0.0987
H -12.76 -6.99 0.49  0.0750
H 4.19 -3.91 -1.60  0.1034
H 4.98 -5.74 -0.47  0.0984
H -1.11 8.46 -1.98  0.0662
H -1.93 6.55 -0.12  0.0995
H -10.84 -2.37 -1.25  0.0676
H 0.52 9.00 -2.43  0.0751
H 4.75 3.78 -0.90  0.1274
H 1.58 6.76 -1.67  0.1086
H 9.55 -2.19 0.28  0.1115
H 6.07 1.83 -2.07  0.1303
H -0.28 5.51 1.48  0.0733
H 2.37 3.55 -0.35  0.1353
H 0.11 4.81 -1.61  0.0932
H 1.52 2.50 -1.61  0.1273
H -0.72 6.19 -2.28  0.1028
H -12.41 -2.84 0.66  0.0986
H 9.18 0.81 1.52  0.1249
H 9.51 -0.11 -0.96  0.1093
H 4.84 2.77 0.74  0.1320
H 3.75 1.87 -2.14  0.1280
H 3.51 -2.31 -1.38  0.0850
H 11.38 0.10 -0.76  0.1248
H 5.95 -2.16 -1.58  0.0711
H 1.30 8.64 -0.09  0.1052
H -4.52 1.75 1.33  0.0705
H 3.49 -4.86 2.06  0.1108
H -11.20 -2.28 1.79  0.1024
H -4.73 -0.04 3.09  0.0994
H -8.35 -1.38 2.94  0.0723
H -13.29 -5.44 1.17  0.0656
H -3.21 1.83 2.50  0.0759
H -3.86 -1.24 0.41  0.0998
H 5.45 -1.63 0.03  0.0650
H -10.43 -6.04 -0.12  0.1094
H 10.33 -1.23 1.75  0.1089
H 5.06 -4.28 1.55  0.1006
H -7.81 -2.41 1.60  0.0581
H -0.29 8.07 0.37  0.1000
H 2.49 -5.96 -0.77  0.0655
H -11.17 -4.70 1.79  0.1020
H -2.22 4.97 -0.83  0.1056
H 3.30 -2.65 1.05  0.1083
H 6.18 -3.23 -0.20  0.0654
H -0.43 9.93 -1.26  0.0704
H -12.32 -5.88 -1.70  0.1044
H -5.73 0.29 -0.02  0.1022
H -6.80 0.42 2.24  0.0998
H -6.23 -1.38 -0.17  0.1092
H 1.34 6.22 -0.03  0.0959
H 3.27 -7.53 -0.60  0.0701

Values from the calculation:
Strongest force on any atom, Eh/bohr: 0.15399
E_tot, eV: -85484.19822
SMILES string: C#CCCCB1OB(CCCCC(F)(F)C(F)(F)S(F)(F)(F)(F)F)OB(N=C=O)O1.CCCCCC.CCCCCC.CCCCCC.CCCCCC
Frontier orbital gap, eV: 7.83
Net charge: 0
Highest occupied orbital energy, hartree: -0.357